[1]
Here is a molecular structure, C36H43CuGeN8PS2 from OMol25. Energies are from ωB97M-V with the def2-TZVPD basis set.

```
92
Properties=species:S:1:pos:R:3:forces:R:3
Ge -2.65342 0.80933 -0.47141 0.028 -0.003 0.067
Cu 1.44194 0.75333 0.56042 0.142 -0.338 0.037
S -1.03681 -0.58607 0.37987 -0.125 0.108 0.020
S -2.87435 -1.09510 2.61144 -0.047 -0.027 -0.028
P 2.51842 -1.26486 0.78340 0.091 -0.156 0.134
N 4.36379 -3.27976 0.28395 0.010 -0.010 0.007
N 2.35404 -3.93384 1.51989 0.002 -0.006 0.013
N 1.50060 1.56102 -1.29046 -0.006 0.207 0.059
N 0.49796 0.85525 2.50095 -0.096 0.105 -0.158
N 4.09874 -2.61985 2.62765 0.002 -0.011 0.001
N 2.86277 2.01035 1.85522 -0.154 0.075 -0.110
N -0.66616 0.26810 2.96626 -0.028 -0.056 0.044
N 2.03722 0.87518 -2.32210 0.019 -0.039 0.018
C -0.85359 0.42487 -4.28258 -0.022 -0.025 0.015
C 4.31929 3.40570 3.75737 0.033 0.014 -0.023
C -6.45261 -2.94305 -1.40321 -0.015 0.015 0.007
C -6.10255 -1.69252 -0.83709 0.018 -0.020 -0.004
C -6.71649 0.29925 0.38755 0.015 0.030 0.025
C 4.75144 3.34285 2.44300 -0.003 -0.007 0.010
C 1.22232 2.76568 -1.77200 -0.034 0.029 -0.037
C 2.10065 1.60793 -3.45023 -0.007 0.037 -0.007
C 2.64185 1.06721 -4.72791 -0.003 0.002 0.018
C -2.54817 2.39766 0.64121 0.049 0.018 0.041
C 1.52764 -2.80472 1.10494 0.021 0.039 -0.008
C -2.95897 -0.62048 4.34628 0.007 0.006 -0.027
C 0.60748 3.82091 -0.91896 0.024 -0.002 0.006
C 3.98808 2.63197 1.52635 0.015 -0.030 0.019
C -1.23898 1.59548 -4.91986 -0.039 0.007 0.000
C 1.17527 1.40309 3.43204 0.032 0.058 0.052
C -3.83483 -2.03270 -1.64445 -0.014 0.035 0.013
C 3.50887 -1.31372 2.35532 -0.016 0.015 -0.037
C -2.38215 2.29475 -2.92546 0.009 -0.023 0.002
C -1.39613 -0.34640 2.10942 0.125 -0.009 -0.052
C -2.00537 1.11965 -2.27637 0.040 -0.005 -0.008
C -5.38780 0.76620 0.27700 -0.029 -0.034 -0.005
C 5.01981 -3.01677 1.56443 0.001 0.008 -0.007
C -4.19831 -3.23373 -2.18130 -0.006 -0.004 0.000
C 2.43801 2.08340 3.12202 0.049 0.000 -0.017
C -5.52550 -3.69736 -2.05975 0.016 -0.014 -0.014
C -7.06053 -0.90211 -0.15443 -0.012 -0.010 -0.007
C -1.22800 0.19275 -2.96691 -0.012 0.025 -0.050
C 3.06976 -3.65071 2.76221 0.000 0.001 -0.003
C 3.81054 -2.06112 -0.29578 -0.056 0.053 -0.016
C -1.99919 2.53456 -4.23807 0.008 -0.010 -0.020
C 3.32776 -4.29150 0.49227 0.001 -0.003 -0.020
C 3.14108 2.76516 4.10568 -0.047 -0.033 0.026
C -4.42901 0.03631 -0.37773 0.053 -0.039 0.009
C 1.58299 2.84159 -3.12988 0.021 -0.037 0.012
C -4.77187 -1.22245 -0.95663 -0.029 0.002 0.004
H -3.46714 -3.83652 -2.70433 -0.001 0.000 0.001
H -3.89495 -1.03206 4.71893 0.002 -0.003 -0.002
H 0.78638 -2.59150 1.88048 -0.005 0.005 0.001
H 4.29981 -0.56074 2.29689 0.000 0.003 0.009
H 5.66197 3.83124 2.12602 0.001 0.001 0.005
H -7.47451 -3.28922 -1.30587 0.002 0.003 0.002
H 4.61638 -1.34292 -0.47253 0.004 -0.008 -0.005
H 1.47032 3.68367 -3.79121 0.000 -0.002 0.005
H -0.91634 -0.72983 -2.48687 0.008 0.010 0.000
H -0.44458 3.95957 -1.17618 0.015 -0.012 -0.005
H -0.27138 -0.31690 -4.81602 -0.012 0.006 0.001
H 2.12373 0.15194 -5.01687 0.016 0.000 -0.008
H -5.13883 1.71788 0.73154 0.003 0.001 -0.001
H 2.35351 -3.34509 3.52723 0.000 -0.001 0.001
H 4.88920 3.94718 4.50016 0.001 0.000 0.000
H 3.70702 0.84580 -4.64947 0.000 0.004 0.005
H 3.81896 -5.21701 0.79727 -0.001 -0.001 -0.001
H 2.85363 -1.03161 3.18474 0.006 0.003 0.001
H -2.30551 3.44808 -4.73101 0.002 0.002 -0.005
H 2.76475 2.79217 5.11982 0.006 0.005 -0.002
H -2.12115 -1.03890 4.89694 -0.001 0.003 0.008
H 1.11239 4.77545 -1.06512 -0.001 0.003 0.011
H 5.77104 -2.23612 1.42959 0.000 -0.002 0.001
H 3.36898 -2.30212 -1.26860 0.010 0.004 -0.001
H -2.96295 0.46198 4.44349 -0.001 0.002 0.016
H -1.53122 2.78791 0.61385 -0.041 -0.016 0.008
H -5.80328 -4.65066 -2.48933 0.003 0.001 0.001
H -8.07551 -1.27239 -0.07350 0.001 0.002 0.001
H 5.52466 -3.93222 1.87724 0.000 0.000 0.001
H -0.95257 1.77274 -5.94866 -0.002 0.003 -0.002
H 2.80678 -4.47092 -0.45028 -0.001 -0.003 0.003
H 3.55526 -4.57168 3.08957 -0.001 0.002 0.003
H 2.31192 -0.08219 -2.18372 -0.002 0.014 0.005
H -2.99168 3.03088 -2.41201 -0.008 0.008 -0.001
H 0.97269 -3.07035 0.20189 -0.011 0.004 0.000
H 4.29190 2.55422 0.48829 -0.011 0.006 -0.003
H 2.50606 1.79780 -5.52166 0.003 -0.003 -0.007
H -2.79768 2.14242 1.67178 -0.020 0.020 -0.008
H -7.45307 0.89893 0.90591 0.001 -0.001 -0.002
H 0.67890 3.54634 0.13457 -0.007 -0.005 -0.012
H -3.23617 3.17025 0.29778 0.007 0.010 -0.014
H 0.81765 1.37579 4.45875 0.005 0.005 -0.002
H -2.81291 -1.69198 -1.74308 -0.001 -0.015 -0.008
```
Positions in Å, forces in eV/Å.

Results
Energy: -6690.66190 hartree
Charge: +1
Frontier orbital gap: 7.13 eV
HOMO: -10.2 eV
Relative energy (zero: lowest compared OMol25 entry of this formula, charge and spin): 0.000 eV

=====

[2]
Here is a molecular structure, C36H43N13O4P2Ru from OMol25. Energies are from ωB97M-V with the def2-TZVPD basis set.

```
99
Properties=species:S:1:pos:R:3:forces:R:3
Ru 0.15111 -0.51754 0.32225 -0.032 -0.308 0.466
P -1.51272 1.28278 -0.76971 0.168 -0.236 -0.202
P -1.88416 -2.37461 0.12540 0.214 -0.141 -0.637
O -0.58523 1.94297 -1.86693 -0.058 0.179 0.090
O -2.33417 2.43575 -0.02994 -0.052 -0.007 -0.047
O -2.64226 0.63605 -1.69901 -0.100 0.095 0.101
O 1.61580 0.86809 -0.40399 -0.022 0.500 -0.029
N -2.33108 -1.13505 2.09295 -0.114 0.222 0.160
N 0.46349 -1.63628 -1.63031 -0.132 0.036 -0.347
N 3.90258 3.07243 0.92148 -0.031 -0.091 0.051
N 2.94007 -0.54108 1.75389 -0.361 -0.062 -0.231
N -1.91789 -0.90294 4.19098 -0.013 -0.025 -0.062
N -1.08299 -0.62215 2.17570 -0.026 -0.069 -0.052
N 2.69337 0.02446 3.83535 0.056 -0.135 -0.271
N 3.55802 -0.21634 2.82055 0.050 0.198 0.308
N 3.49117 2.11358 0.01972 -0.031 0.076 0.063
N 0.33428 -0.11615 4.01666 -0.038 0.170 -0.227
N -2.81122 -1.28606 3.27428 0.011 0.085 0.169
N 1.59347 -0.54079 2.00746 0.315 -0.111 0.012
N -1.48045 -2.91854 -1.49674 -0.101 0.138 0.195
C -1.09258 2.85257 -2.88161 -0.023 -0.081 0.030
C 1.60879 -1.40758 -3.73418 -0.031 -0.040 0.014
C 4.70331 2.57037 -2.04067 -0.041 -0.049 -0.030
C -0.49903 -2.35576 -2.24522 0.164 -0.042 -0.008
C -0.47470 -2.56989 -3.63937 -0.036 -0.043 0.124
C 0.32580 -3.84926 0.96183 0.106 -0.030 -0.090
C -0.85808 -0.52443 3.48465 0.148 -0.042 0.116
C -0.96296 -5.00324 3.12760 -0.004 0.015 -0.004
C -5.15640 -4.74655 -0.44823 -0.011 -0.021 0.002
C 0.38325 -5.25608 2.90750 0.049 0.009 -0.023
C 5.31959 3.24514 1.22612 -0.059 0.043 -0.026
C -6.19461 -4.02786 0.12779 -0.013 0.034 0.022
C -3.60746 -2.97947 0.11911 -0.027 0.020 0.124
C 2.21508 1.75411 0.29778 0.025 -0.305 -0.173
C 3.06640 4.14176 2.98267 -0.038 0.036 0.031
C -4.92094 1.46820 -1.84700 -0.044 -0.037 -0.014
C 1.50403 -1.19595 -2.39017 0.021 0.003 0.135
C -3.87180 -4.23054 -0.44618 0.014 -0.009 -0.005
C 2.89163 3.26439 1.79746 0.051 0.053 -0.038
C 5.83454 0.77035 -3.16389 -0.006 0.011 0.019
C -0.20714 4.07298 -2.91072 -0.002 0.023 -0.046
C 4.65348 0.33046 -1.11307 0.045 0.049 0.019
C 0.57265 -2.09842 -4.37572 0.114 0.052 -0.042
C 1.81037 2.51006 1.41593 0.044 -0.008 0.078
C 4.29698 1.66982 -1.06763 0.000 -0.062 0.037
C 5.41908 -0.11686 -2.17981 0.006 -0.037 -0.001
C 5.48550 2.11261 -3.08970 0.004 0.017 -0.027
C -1.02514 -3.58198 1.18374 -0.016 -0.073 0.015
C 1.51094 -0.20269 3.29974 -0.112 -0.023 0.192
C -2.06005 2.84909 1.33114 -0.047 -0.144 -0.047
C -4.00317 0.43960 -1.23392 0.058 -0.121 -0.012
C -4.64683 -2.28616 0.72766 -0.050 0.080 -0.005
C -1.66599 -4.16929 2.27228 0.013 0.098 0.063
C -1.44756 4.22678 1.33590 0.018 0.030 0.061
C 1.02742 -4.68134 1.82169 -0.037 0.005 0.011
C -5.93511 -2.80320 0.72157 0.014 -0.032 -0.007
H 4.40544 3.60912 -1.97612 0.000 0.013 0.006
H -4.86112 1.43563 -2.93448 0.020 -0.013 -0.015
H -1.28329 -3.12055 -4.09992 -0.018 -0.011 0.011
H 2.17067 4.11408 3.59783 -0.011 0.007 -0.019
H -3.06896 -4.83596 -0.84993 0.011 -0.018 0.003
H -1.31078 4.56645 2.36387 0.010 -0.008 0.002
H -4.67136 2.47232 -1.51029 0.034 0.036 0.037
H -6.73102 -2.25135 1.20309 -0.013 0.002 0.000
H 3.90369 3.80621 3.59539 0.010 -0.023 0.000
H -2.70820 -3.95678 2.46916 -0.040 -0.011 -0.017
H 4.33896 -0.32220 -0.30702 -0.026 -0.026 -0.019
H -2.10087 4.93693 0.83050 -0.020 -0.008 -0.008
H -0.28879 4.63822 -1.98268 -0.006 -0.014 0.032
H 5.70855 -1.15821 -2.23029 0.003 -0.001 -0.004
H 0.60116 -2.26569 -5.44433 0.002 0.000 -0.005
H 2.26049 -0.64963 -1.85176 0.032 0.067 -0.005
H -3.02129 2.82731 1.84474 0.038 0.042 -0.008
H 0.93107 -5.90143 3.58066 0.001 -0.010 0.012
H -4.02124 0.47734 -0.14238 -0.029 0.017 -0.039
H -1.42122 2.09563 1.80230 0.035 0.068 0.031
H 5.55747 4.30662 1.24902 0.015 -0.022 0.046
H 2.07585 -4.87602 1.64051 0.007 -0.011 0.005
H 0.83413 3.78466 -3.05407 -0.001 -0.018 -0.007
H 0.87038 2.43706 1.93263 -0.045 0.021 -0.014
H -1.46880 -5.44979 3.97259 -0.012 -0.011 0.011
H -0.49943 4.72438 -3.73496 -0.012 0.001 0.003
H -1.07011 2.30539 -3.82341 0.008 0.028 0.000
H 6.44281 0.41793 -3.98576 0.007 -0.002 -0.011
H -2.17119 -3.42048 -2.03218 -0.014 -0.048 0.023
H -5.95190 1.25448 -1.56002 0.012 0.006 0.013
H -7.19772 -4.43218 0.13487 -0.007 -0.013 -0.011
H -0.47708 4.22969 0.83890 0.010 -0.015 -0.020
H 0.41270 -0.06498 5.01917 -0.012 -0.045 0.023
H -5.34225 -5.72063 -0.88041 0.003 -0.003 -0.010
H 0.84644 -3.43658 0.10293 -0.072 0.027 0.038
H -4.45325 -1.35545 1.23873 -0.002 0.003 -0.046
H 3.25426 5.17349 2.68278 0.017 0.001 0.007
H 5.81687 2.80354 -3.85291 0.002 -0.001 -0.007
H -4.27310 -0.57114 -1.54025 -0.005 0.043 0.011
H 2.47097 -1.03975 -4.26965 0.002 0.006 -0.008
H 5.90363 2.77212 0.44362 0.016 0.020 -0.015
H 5.55658 2.77522 2.17978 0.033 -0.013 -0.005
H -2.12962 3.10467 -2.65534 0.016 0.042 -0.021
```
Positions in Å, forces in eV/Å.

Results
Energy: -3187.80276 hartree
Charge: +1
<S²>: 8.76
Frontier orbital gap (alpha / beta): 8.46 / 6.47 eV
HOMO (alpha / beta): -10.3 / -10.7 eV
2S+1: 6